No. 1
50
Properties=species:S:1:pos:R:3:nbo_charge:R:1 method="wB97M-V/def2-TZVPD" charge=0 spin_multiplicity=1 homo_ev=-6.358 gap_ev=5.4
C 1.94 1.09 1.89 -0.62
C 1.04 2.40 2.08 -0.96
Al -1.00 1.95 2.15 1.42
C -1.26 0.31 0.95 -0.97
C -2.76 -0.26 0.86 -0.52
C -3.43 -0.63 2.24 0.68
N -4.76 -1.29 2.16 -0.86
O -2.94 -0.48 3.37 -0.55
C -1.97 3.65 1.53 -0.99
C -3.33 3.41 0.74 0.10
C -4.55 3.28 1.77 -0.65
O -3.60 4.65 -0.02 -0.76
H 3.06 1.29 2.06 0.18
H 1.55 0.27 2.60 0.20
H 1.86 0.66 0.84 0.15
H 1.36 3.07 2.95 0.21
H 1.19 3.04 1.13 0.17
H -1.28 1.58 3.69 -0.41
H -0.61 -0.54 1.37 0.21
H -0.85 0.58 -0.09 0.18
H -3.48 0.40 0.27 0.22
H -2.69 -1.24 0.27 0.20
H -5.43 -0.81 2.77 0.38
H -5.10 -1.09 1.20 0.35
H -2.17 4.27 2.47 0.22
H -1.30 4.28 0.86 0.20
H -3.29 2.58 -0.04 0.15
H -5.14 2.31 1.68 0.19
H -4.23 3.47 2.85 0.22
H -5.30 4.12 1.53 0.22
H -3.07 4.58 -0.84 0.45
C 4.68 -4.82 -3.33 -0.63
C 3.36 -4.72 -2.60 -0.21
N 2.90 -3.34 -2.38 -0.28
C 1.67 -3.00 -1.84 -0.04
C 1.64 -1.65 -1.73 -0.02
N 2.84 -1.19 -2.22 -0.28
C 3.58 -2.22 -2.63 0.24
C 3.26 0.21 -2.29 -0.42
H 5.48 -4.31 -2.77 0.22
H 4.97 -5.86 -3.44 0.25
H 4.62 -4.37 -4.32 0.22
H 3.44 -5.19 -1.62 0.23
H 2.58 -5.24 -3.17 0.22
H 0.98 -3.79 -1.59 0.25
H 0.91 -0.95 -1.36 0.28
H 4.56 -2.14 -3.07 0.24
H 3.44 0.48 -3.33 0.22
H 4.18 0.33 -1.71 0.24
H 2.49 0.86 -1.88 0.26

---

No. 2
62
Properties=species:S:1:pos:R:3:nbo_charge:R:1 method="wB97M-V/def2-TZVPD" relative_energy_kcal_mol=18.9 charge=0 smiles="C[N+](=O)[O-].C[N+](=O)[O-].BrCCBr.BrCCBr.BrCCBr.BrCCBr.BrCCBr.BrCCBr" spin_multiplicity=1 homo_ev=-9.758 gap_ev=9.4
Br -4.01 -0.39 1.62 -0.05
C -2.36 0.59 2.05 -0.44
C -1.60 -0.26 3.06 -0.42
Br 0.23 0.51 3.19 -0.05
H -2.71 1.56 2.43 0.25
H -1.92 0.61 1.11 0.23
H -1.49 -1.33 2.78 0.24
H -1.99 -0.22 4.07 0.23
Br -4.06 3.73 1.62 0.03
C -5.20 2.78 0.42 -0.49
C -4.40 2.15 -0.75 -0.42
Br -5.56 0.73 -1.48 -0.03
H -6.05 3.46 0.01 0.24
H -5.59 1.93 0.94 0.24
H -3.54 1.66 -0.38 0.22
H -4.11 2.90 -1.51 0.23
Br 3.08 3.55 4.39 0.03
C 2.41 3.45 2.62 -0.50
C 3.38 3.83 1.50 -0.43
Br 3.78 5.76 1.58 -0.04
H 1.50 4.06 2.49 0.23
H 2.06 2.44 2.45 0.23
H 3.03 3.72 0.47 0.24
H 4.33 3.25 1.62 0.24
Br -1.79 -5.04 -1.57 0.01
C -2.09 -5.11 0.29 -0.48
C -2.49 -3.75 0.84 -0.39
Br -2.78 -4.16 2.79 -0.05
H -1.20 -5.37 0.77 0.22
H -2.83 -5.86 0.44 0.23
H -3.37 -3.26 0.44 0.23
H -1.67 -3.02 0.74 0.23
Br 5.88 -0.04 -4.77 0.04
C 4.51 0.07 -3.48 -0.49
C 4.41 1.40 -2.73 -0.42
Br 3.55 2.77 -3.82 -0.03
H 4.73 -0.65 -2.72 0.23
H 3.57 -0.02 -3.96 0.22
H 5.35 1.86 -2.38 0.24
H 3.65 1.37 -2.01 0.22
Br -0.02 1.76 -1.08 -0.05
C 0.92 0.00 -0.77 -0.42
C 1.34 -0.67 -2.04 -0.42
Br 1.97 -2.48 -1.47 -0.05
H 0.14 -0.63 -0.28 0.23
H 1.67 0.17 -0.05 0.24
H 2.20 -0.16 -2.57 0.21
H 0.53 -0.85 -2.74 0.25
C -3.68 -2.18 -2.87 -0.48
N -2.39 -1.47 -2.59 0.53
O -1.76 -0.91 -3.52 -0.39
O -2.03 -1.48 -1.43 -0.39
H -3.50 -2.80 -3.76 0.24
H -4.42 -1.45 -3.16 0.25
H -3.82 -2.68 -1.92 0.24
C 3.43 -1.40 2.23 -0.49
N 4.07 -0.09 2.08 0.53
O 3.54 0.78 1.34 -0.44
O 5.13 0.04 2.65 -0.33
H 2.35 -1.33 2.25 0.24
H 3.88 -1.84 3.15 0.24
H 3.76 -2.01 1.40 0.24

---

No. 3
63
Properties=species:S:1:pos:R:3:nbo_charge:R:1 method="wB97M-V/def2-TZVPD" charge=0 smiles="N=[PH2][C@@H](OC=O)P(O)Cl.COC(=O)OC.COC(=O)OC.COC(=O)OC.COC(=O)OC" spin_multiplicity=1 homo_ev=-8.938 gap_ev=9.4
N 0.97 -1.57 4.08 -1.31
P 0.24 -0.81 2.93 1.33
C -1.38 -0.12 3.48 -0.59
O -2.01 -1.14 4.26 -0.52
C -3.36 -1.11 4.29 0.65
O -4.04 -0.31 3.74 -0.56
P -0.93 1.41 4.53 1.11
O -1.77 1.07 5.90 -0.99
Cl -2.24 2.76 3.68 -0.31
H 1.90 -1.20 4.29 0.39
H 0.86 0.33 2.40 -0.04
H -0.12 -1.57 1.80 -0.07
H -2.02 0.16 2.63 0.25
H -3.73 -1.91 4.96 0.13
H -1.38 0.29 6.34 0.51
C 1.37 -0.96 -2.51 -0.25
O 0.99 -0.43 -1.23 -0.50
C -0.05 0.41 -1.27 0.98
O -0.65 0.75 -2.25 -0.64
O -0.32 0.80 -0.02 -0.52
C -1.43 1.71 0.10 -0.26
H 2.22 -1.61 -2.33 0.20
H 0.55 -1.52 -2.95 0.19
H 1.65 -0.15 -3.18 0.20
H -2.33 1.24 -0.29 0.20
H -1.23 2.63 -0.45 0.20
H -1.54 1.90 1.16 0.20
C -5.97 -1.89 -4.70 -0.26
O -5.02 -2.59 -3.90 -0.49
C -4.58 -1.92 -2.84 0.98
O -4.93 -0.81 -2.52 -0.64
O -3.70 -2.68 -2.18 -0.49
C -3.14 -2.06 -1.02 -0.26
H -6.22 -2.56 -5.52 0.20
H -6.86 -1.65 -4.11 0.19
H -5.54 -0.96 -5.08 0.19
H -3.93 -1.81 -0.30 0.20
H -2.61 -1.15 -1.30 0.19
H -2.46 -2.79 -0.60 0.20
C 4.09 -3.50 -7.22 -0.26
O 3.20 -2.50 -7.75 -0.49
C 2.56 -1.80 -6.82 0.98
O 2.67 -1.93 -5.62 -0.66
O 1.77 -0.91 -7.43 -0.49
C 1.01 -0.08 -6.54 -0.25
H 4.53 -3.98 -8.09 0.20
H 4.86 -3.04 -6.61 0.19
H 3.54 -4.22 -6.62 0.19
H 1.67 0.51 -5.91 0.19
H 0.35 -0.68 -5.92 0.19
H 0.42 0.57 -7.19 0.20
C 3.59 2.63 8.09 -0.26
O 4.05 3.70 7.26 -0.49
C 3.68 3.61 5.98 0.98
O 3.02 2.73 5.50 -0.65
O 4.16 4.67 5.33 -0.49
C 3.83 4.71 3.94 -0.26
H 3.97 2.84 9.08 0.20
H 2.50 2.58 8.09 0.19
H 3.99 1.68 7.73 0.19
H 2.75 4.74 3.80 0.19
H 4.24 3.84 3.43 0.19
H 4.29 5.62 3.55 0.20

---

No. 4
56
Properties=species:S:1:pos:R:3:lowdin_spin:R:1 method="wB97M-V/def2-TZVPD" relative_energy_kcal_mol=14.3 charge=+2 spin_multiplicity=2 homo_ev="-14.122 / -14.110" gap_ev="9.0 / 9.0"
Co -0.43 0.68 -0.61 0.99
C -0.34 -3.41 -2.63 0.00
N -1.34 -3.08 -1.62 0.00
C -2.39 -4.06 -1.33 0.00
C -1.21 -1.96 -0.93 0.00
O -0.23 -1.20 -1.08 -0.01
C -2.27 -1.63 0.11 0.00
O -1.99 -0.36 0.68 0.02
C -3.07 0.57 0.59 0.00
C -3.14 1.06 -0.85 0.00
O -2.16 0.77 -1.58 0.00
N -4.17 1.74 -1.28 0.00
C -4.20 2.26 -2.65 0.00
C -5.31 2.12 -0.45 0.00
H -0.81 -4.01 -3.41 0.00
H 0.48 -3.98 -2.19 0.00
H 0.06 -2.50 -3.07 0.00
H -2.46 -4.75 -2.17 0.00
H -3.36 -3.58 -1.22 0.00
H -2.16 -4.63 -0.43 0.00
H -2.26 -2.38 0.90 0.00
H -3.25 -1.64 -0.36 0.00
H -2.82 1.40 1.24 0.00
H -4.00 0.11 0.94 0.00
H -3.25 2.10 -3.13 0.00
H -4.42 3.33 -2.61 0.00
H -4.99 1.76 -3.22 0.00
H -5.31 1.60 0.50 0.00
H -6.24 1.89 -0.97 0.00
H -5.28 3.20 -0.26 0.00
N 1.57 1.02 -0.48 0.00
C 1.79 2.37 0.10 0.00
C 2.23 2.33 1.57 0.00
C 3.74 2.13 1.83 0.00
C 4.19 0.83 2.49 0.00
N 4.48 -0.23 1.51 0.00
C 4.52 -1.53 1.78 0.00
N 4.08 -2.01 2.94 0.00
N 4.98 -2.38 0.85 0.00
C 0.48 3.16 0.04 0.00
O 0.49 4.37 0.11 0.00
O -0.59 2.41 -0.03 -0.01
H 2.12 0.30 -0.02 0.00
H 1.85 1.01 -1.46 0.00
H 2.52 2.94 -0.47 0.00
H 1.62 1.60 2.11 0.00
H 1.96 3.31 1.97 0.00
H 4.07 2.92 2.49 0.00
H 4.30 2.27 0.90 0.00
H 3.41 0.48 3.18 0.00
H 5.09 1.02 3.07 0.00
H 4.97 0.08 0.68 0.00
H 3.81 -1.39 3.68 0.00
H 4.14 -2.99 3.15 0.00
H 5.43 -2.05 0.02 0.00
H 5.07 -3.37 1.06 0.00

---

No. 5
59
Properties=species:S:1:pos:R:3:nbo_charge:R:1 method="wB97M-V/def2-TZVPD" relative_energy_kcal_mol=0.0 charge=0 spin_multiplicity=1 homo_ev=-7.212 gap_ev=7.5
Sr 0.73 -0.07 0.00 1.68
C 1.92 0.46 -3.66 -0.26
O 2.60 -0.70 -3.21 -0.58
C 2.39 -0.99 -1.87 0.23
O 2.99 -1.99 -1.50 -0.75
H 2.31 0.70 -4.65 0.19
H 2.10 1.31 -2.99 0.18
H 0.84 0.29 -3.74 0.15
C -1.94 1.73 0.99 -0.09
N -3.22 2.43 0.95 -0.46
C -3.08 3.58 0.05 -0.08
N -2.69 3.17 -1.30 -0.46
C -1.42 2.46 -1.22 -0.09
N -1.51 1.27 -0.35 -0.56
C -2.57 0.39 -0.88 -0.09
N -3.86 1.07 -0.96 -0.46
C -4.22 1.52 0.38 -0.08
C -3.71 2.25 -1.82 -0.08
H -2.03 0.86 1.65 0.20
H -1.17 2.40 1.39 0.21
H -2.32 4.25 0.45 0.20
H -4.03 4.11 0.00 0.20
H -0.65 3.12 -0.83 0.23
H -1.13 2.14 -2.22 0.20
H -2.66 -0.49 -0.25 0.21
H -2.28 0.06 -1.88 0.20
H -4.32 0.65 1.04 0.20
H -5.18 2.04 0.34 0.20
H -4.66 2.77 -1.87 0.20
H -3.42 1.93 -2.82 0.20
C 4.49 -1.63 1.55 -0.43
N 3.96 -0.52 2.34 -0.58
C 2.74 -0.50 2.87 0.34
S 1.58 -1.71 2.59 -0.41
N 2.48 0.56 3.67 -0.59
C 1.15 0.89 4.15 -0.41
H 5.58 -1.58 1.60 0.20
H 4.17 -1.58 0.51 0.24
H 4.15 -2.56 1.98 0.22
H 4.43 0.37 2.24 0.41
H 3.13 1.33 3.61 0.40
H 0.70 0.01 4.61 0.23
H 0.50 1.23 3.34 0.19
H 1.25 1.68 4.89 0.21
F 1.62 2.78 -0.19 -0.46
C 1.89 2.13 1.08 -0.04
F 3.31 2.21 1.20 -0.45
H 1.57 2.91 1.79 0.07
C -0.86 -5.55 -1.68 -0.42
N -1.07 -4.19 -1.25 -0.61
C -0.11 -3.39 -0.74 0.81
N 1.13 -3.90 -0.61 -0.82
O -0.39 -2.23 -0.37 -0.81
H -1.82 -5.98 -1.97 0.22
H -0.45 -6.16 -0.87 0.20
H -0.20 -5.61 -2.54 0.20
H -1.98 -3.77 -1.32 0.41
H 1.39 -4.70 -1.17 0.39
H 1.87 -3.20 -0.52 0.45

---

No. 6
47
Properties=species:S:1:pos:R:3:nbo_charge:R:1 method="wB97M-V/def2-TZVPD" charge=+1 spin_multiplicity=1 homo_ev=-12.806 gap_ev=10.1
C 0.47 -0.52 -1.20 -0.64
C -0.85 -0.66 -0.48 -0.32
I -0.98 -2.57 0.49 0.12
C -2.00 -0.46 -1.45 -0.25
N -3.35 -0.81 -0.87 -0.40
C -4.00 -1.94 -1.63 -0.22
C -5.27 -2.43 -0.95 -0.44
C -6.21 -1.33 -0.41 -0.41
C -5.59 0.06 -0.17 -0.47
C -4.28 0.37 -0.84 0.38
F -3.60 1.33 -0.13 -0.33
H 0.60 0.52 -1.53 0.23
H 1.30 -0.78 -0.55 0.25
H 0.52 -1.17 -2.08 0.22
H -0.92 0.09 0.31 0.24
H -2.03 0.59 -1.72 0.25
H -1.86 -1.05 -2.35 0.23
H -3.20 -1.11 0.10 0.45
H -4.18 -1.55 -2.63 0.22
H -3.26 -2.73 -1.69 0.25
H -5.79 -3.01 -1.70 0.25
H -5.00 -3.13 -0.16 0.23
H -7.07 -1.24 -1.07 0.23
H -6.60 -1.68 0.54 0.24
H -5.43 0.23 0.90 0.24
H -6.28 0.84 -0.50 0.26
H -4.37 0.71 -1.88 0.19
C 5.24 2.55 3.01 -0.61
C 5.65 2.13 1.60 -0.40
C 4.50 2.20 0.59 -0.40
C 3.31 1.30 0.91 -0.39
C 3.65 -0.18 1.06 -0.40
C 4.24 -0.80 -0.20 -0.61
H 4.48 1.89 3.42 0.20
H 6.10 2.53 3.68 0.22
H 4.84 3.57 3.01 0.20
H 6.06 1.12 1.62 0.19
H 6.46 2.78 1.25 0.21
H 4.89 1.96 -0.41 0.20
H 4.15 3.24 0.52 0.20
H 2.57 1.42 0.11 0.18
H 2.83 1.65 1.82 0.20
H 2.74 -0.72 1.34 0.19
H 4.34 -0.32 1.90 0.21
H 3.57 -0.69 -1.05 0.19
H 4.44 -1.87 -0.06 0.22
H 5.19 -0.33 -0.47 0.21

---

No. 7
52
Properties=species:S:1:pos:R:3:lowdin_spin:R:1 method="wB97M-V/def2-TZVPD" relative_energy_kcal_mol=39.6 charge=0 spin_multiplicity=3 homo_ev="-5.334 / -6.547" gap_ev="5.3 / 6.5"
Mo -0.05 -0.16 0.24 1.56
Si 0.20 -2.14 -1.13 0.07
P 0.73 1.16 -1.58 0.08
N -1.83 0.08 0.08 0.07
H 1.90 1.03 -0.35 0.01
C 0.85 2.99 -1.69 0.01
H 1.01 3.28 -2.75 0.00
H 1.70 3.32 -1.08 0.00
H -0.07 3.46 -1.32 0.00
C 2.04 0.57 -2.72 0.02
H 2.10 1.28 -3.56 0.00
H 1.81 -0.43 -3.09 0.00
H 2.98 0.56 -2.16 0.00
C -0.72 1.04 -2.78 0.01
H -0.47 1.58 -3.71 0.00
H -1.64 1.50 -2.37 0.00
H -0.97 0.01 -3.05 0.00
C 1.83 -3.08 -1.32 0.01
H 2.22 -3.31 -0.32 0.00
H 2.57 -2.48 -1.86 0.00
H 1.66 -4.02 -1.86 0.00
H -0.67 -3.20 -0.52 0.01
H -0.21 -2.05 -2.58 0.01
C -3.16 0.03 -0.12 0.02
C -5.42 0.89 0.24 0.00
C -4.06 0.98 0.47 0.01
C -3.71 -0.99 -0.95 0.00
C -5.08 -1.06 -1.18 0.00
C -5.94 -0.12 -0.59 0.00
H -6.08 1.62 0.71 0.00
H -3.60 1.75 1.10 0.00
H -3.02 -1.72 -1.40 0.00
H -5.49 -1.84 -1.81 0.00
H -7.01 -0.17 -0.75 0.00
C 3.14 -0.09 0.89 0.01
O 2.26 -0.92 0.52 0.02
C 2.97 0.79 2.10 0.01
H 3.90 1.35 2.28 0.00
H 2.80 0.13 2.97 0.00
H 2.14 1.51 2.03 0.01
C 4.57 -0.32 0.51 0.00
H 5.14 0.62 0.46 0.00
H 4.68 -0.88 -0.43 0.00
H 5.00 -0.91 1.34 0.00
N -0.06 -1.28 4.57 0.00
C -0.14 -0.31 3.63 0.01
N -0.07 0.97 4.10 0.00
O -0.26 -0.60 2.42 0.05
H 0.00 -1.06 5.55 0.00
H -0.16 -2.24 4.26 0.00
H -0.24 1.74 3.46 0.00
H -0.05 1.14 5.10 0.00

---

No. 8
47
Properties=species:S:1:pos:R:3:nbo_charge:R:1 method="wB97M-V/def2-TZVPD" relative_energy_kcal_mol=34.0 charge=+2 smiles="C[N+](C)(C)C[C@@H]1CCC[C@@H](C[N+](C)(C)C)C1=O" spin_multiplicity=1 homo_ev=-16.414 gap_ev=10.9
O 0.40 0.78 1.22 -0.55
C 0.11 0.19 0.16 0.64
C -0.28 -1.45 -2.23 -0.41
C -0.16 0.10 -2.25 -0.38
C -0.10 -2.09 -0.85 -0.41
C 0.71 0.61 -1.16 -0.36
C -0.65 -1.18 0.30 -0.35
C 2.64 2.67 -2.47 -0.43
C 2.78 2.49 -0.03 -0.40
C 1.56 4.28 -1.14 -0.42
C -1.48 -3.00 3.51 -0.42
C -2.65 -3.15 1.37 -0.43
C -2.66 -1.09 2.63 -0.42
C 0.58 2.17 -1.28 -0.19
C -0.50 -1.74 1.69 -0.22
N 1.89 2.86 -1.21 -0.21
N -1.83 -2.26 2.26 -0.21
H -1.28 -1.63 -2.58 0.22
H 0.39 -1.80 -3.00 0.24
H 0.09 0.48 -3.29 0.24
H -1.14 0.53 -2.00 0.20
H 0.95 -2.20 -0.75 0.21
H -0.36 -3.10 -0.81 0.24
H 1.76 0.19 -1.18 0.26
H -1.79 -1.00 0.11 0.24
H 3.11 1.74 -2.59 0.23
H 1.94 2.68 -3.34 0.24
H 3.48 3.40 -2.61 0.26
H 3.78 2.96 -0.30 0.24
H 2.54 3.07 0.80 0.24
H 2.87 1.42 0.14 0.24
H 2.30 4.98 -0.85 0.26
H 1.25 4.56 -2.17 0.23
H 0.65 4.38 -0.58 0.23
H -0.98 -2.40 4.18 0.23
H -2.30 -3.56 3.99 0.26
H -0.70 -3.80 3.27 0.24
H -3.57 -3.49 1.84 0.26
H -2.89 -2.67 0.38 0.24
H -2.01 -4.07 1.11 0.24
H -3.08 -0.54 1.73 0.23
H -2.11 -0.43 3.29 0.24
H -3.49 -1.39 3.18 0.24
H -0.03 2.44 -0.48 0.24
H 0.08 2.54 -2.13 0.24
H -0.08 -1.01 2.39 0.27
H 0.26 -2.48 1.74 0.24

---

No. 9
51
Properties=species:S:1:pos:R:3:nbo_charge:R:1 method="wB97M-V/def2-TZVPD" charge=0 smiles="CCCCCCCOC(=O)S.CNC(C)=O.CNC(C)=O" spin_multiplicity=1 homo_ev=-9.431 gap_ev=10.0
C -1.99 -1.57 -1.56 -0.64
C -0.61 -0.88 -2.14 -0.41
C 0.18 0.08 -1.07 -0.44
C 0.12 -0.42 0.49 -0.40
C 0.94 0.73 1.39 -0.41
C 0.10 2.14 1.43 -0.45
C 0.47 3.11 2.71 -0.10
O 0.80 4.48 2.29 -0.53
C -0.39 5.28 1.97 0.66
O -1.60 5.15 2.51 -0.60
S -0.20 6.69 0.69 -0.06
H -2.50 -0.98 -0.69 0.21
H -1.78 -2.69 -1.28 0.21
H -2.75 -1.60 -2.48 0.21
H -0.89 -0.21 -3.09 0.20
H 0.10 -1.75 -2.50 0.20
H -0.21 1.18 -1.24 0.20
H 1.33 0.06 -1.39 0.24
H 0.75 -1.41 0.56 0.23
H -0.96 -0.50 0.94 0.21
H 1.94 0.95 0.78 0.20
H 1.25 0.30 2.43 0.22
H 0.43 2.75 0.45 0.22
H -1.05 1.84 1.40 0.21
H -0.42 3.05 3.50 0.21
H 1.42 2.71 3.31 0.21
H -1.34 7.54 0.86 0.18
C 2.98 0.50 -5.13 -0.72
C 2.90 -0.68 -4.22 0.68
O 3.03 -0.58 -3.00 -0.64
N 2.65 -1.91 -4.78 -0.62
C 2.46 -2.23 -6.17 -0.41
H 3.18 1.40 -4.55 0.25
H 3.81 0.37 -5.84 0.23
H 2.04 0.64 -5.67 0.23
H 2.61 -2.66 -4.09 0.40
H 1.48 -2.69 -6.28 0.20
H 3.23 -2.96 -6.45 0.20
H 2.53 -1.36 -6.82 0.21
C -1.12 -3.05 4.76 -0.72
C -1.30 -1.97 3.73 0.68
O -0.46 -1.75 2.86 -0.63
N -2.44 -1.23 3.78 -0.62
C -3.54 -1.33 4.71 -0.41
H -0.16 -3.56 4.59 0.25
H -1.10 -2.62 5.76 0.23
H -1.92 -3.79 4.68 0.23
H -2.49 -0.52 3.05 0.40
H -4.45 -1.54 4.14 0.20
H -3.65 -0.37 5.22 0.20
H -3.39 -2.12 5.45 0.21